1.
The following is a quantum chemistry calculation of 2 unconnected molecules or ions with the total composition C2H6NS in a non-equilibrium geometry, from the Open Molecules 2025 dataset.

Values from the calculation:
Energy relative to the best compared isomer or geometry (same formula, charge and spin), kJ/mol: 19.8
Kohn-Sham gap, hartree: 0.252
Max |F|, eV/A: 1.5
Net charge: -1
LUMO energy, eV: 3.98

CARTESIAN COORDINATES (ANGSTROEM)
S  -1.85  -2.80  -1.00
N  -0.20  -0.19  0.50
C  1.45  1.53  0.16
C  0.33  0.89  -0.17
H  0.41  -0.72  1.10
H  2.02  1.20  1.04
H  -0.23  1.19  -1.04
H  -0.87  -0.75  -0.02
H  1.93  2.41  -0.25
H  -3.00  -2.76  -0.31

2.
The following is a quantum chemistry calculation of a molecular structure, C5H9O3Sn in a non-equilibrium geometry, from the Open Molecules 2025 dataset.

Values from the calculation:
Energy relative to the best compared isomer or geometry (same formula, charge and spin), kJ/mol: 387.1
Kohn-Sham gap (alpha / beta), hartree: 0.229 / 0.204
⟨S²⟩: 0.7535
Max |F|, eV/A: 8.6
LUMO energy (alpha / beta), eV: 0.18 / -0.50
Multiplicity: 2

CARTESIAN COORDINATES (ANGSTROEM)
Sn  -0.03  1.50  -0.35
O  -1.79  1.54  -0.65
O  1.75  2.00  -0.13
O  0.57  -0.40  -0.10
C  2.01  -0.40  -0.17
C  2.48  0.94  0.39
C  -2.77  0.69  -0.37
C  -2.77  -0.25  0.61
C  -0.08  -1.55  -0.44
H  -3.64  0.74  -1.04
H  -1.98  -0.41  1.36
H  3.56  1.02  0.16
H  2.29  -0.51  -1.23
H  2.40  -1.25  0.41
H  -3.74  -0.60  0.97
H  0.45  -2.48  -0.20
H  -1.12  -1.48  -0.74
H  2.40  0.90  1.50

3.
The following is a quantum chemistry calculation of 2 unconnected molecules or ions with the total composition C10H16O in a non-equilibrium geometry, from the Open Molecules 2025 dataset.

Values from the calculation:
Energy relative to the best compared isomer or geometry (same formula, charge and spin), kJ/mol: 130.9
SMILES: Cc1ccc(O)cc1.CCC
Kohn-Sham gap, hartree: 0.343
Max |F|, eV/A: 2.7
LUMO energy, eV: 0.91

CARTESIAN COORDINATES (ANGSTROEM)
O  3.66  -2.41  1.69
C  0.72  -1.13  -0.90
C  1.41  -1.53  1.36
C  -1.02  1.89  1.28
C  1.92  -1.63  -1.34
C  -2.43  1.79  0.61
C  2.92  -2.07  -0.48
C  -0.35  -0.74  -1.90
C  2.66  -1.87  0.86
C  -2.39  2.58  -0.70
C  0.43  -1.13  0.47
H  3.89  -2.43  -0.75
H  3.38  -2.22  2.59
H  -3.40  2.56  -1.16
H  -0.56  -0.80  0.77
H  -3.23  2.17  1.24
H  -1.68  2.15  -1.39
H  -2.35  3.67  -0.60
H  -0.91  -1.63  -2.21
H  1.15  -1.69  2.40
H  -0.25  1.85  0.52
H  -2.52  0.74  0.33
H  -1.07  2.83  1.85
H  -1.10  -0.14  -1.38
H  -0.92  1.15  2.07
H  0.00  -0.27  -2.82
H  2.04  -1.69  -2.42

4.
The following is a quantum chemistry calculation of a molecular structure, C25H35N2O3 in a non-equilibrium geometry, from the Open Molecules 2025 dataset.

Values from the calculation:
Energy relative to the best compared isomer or geometry (same formula, charge and spin), kJ/mol: 2111.2
Kohn-Sham gap, hartree: 0.315
Max |F|, eV/A: 16.0
Net charge: +1
LUMO energy, eV: -2.25

CARTESIAN COORDINATES (ANGSTROEM)
O  -0.73  -1.49  -1.07
O  6.52  4.28  1.39
O  -2.81  -0.75  -0.19
N  2.50  -0.80  0.94
N  0.40  -0.50  1.42
C  1.23  -1.33  0.89
C  -3.88  -0.05  -3.64
C  2.36  0.36  1.30
C  2.97  -3.16  0.89
C  -1.50  -1.16  -0.11
C  3.52  -1.94  0.46
C  4.32  3.62  2.46
C  5.69  2.11  0.79
C  1.10  0.58  1.38
C  -5.61  -1.14  -2.30
C  -5.38  -2.08  -0.25
C  -6.69  -2.10  0.27
C  -5.20  -3.48  -0.84
C  6.38  5.31  2.53
C  -3.44  -0.80  -1.56
C  -1.01  -0.97  1.36
C  3.41  2.42  2.14
C  -3.13  0.35  -2.42
C  -4.82  -1.09  -1.23
C  1.53  -3.15  0.45
C  -5.52  0.08  -3.41
C  -3.52  1.26  -4.79
C  5.50  3.44  1.59
C  4.58  1.34  0.52
C  3.55  1.37  1.29
H  -3.13  -1.81  -1.88
H  -2.41  1.37  -4.65
H  -5.70  0.94  -2.96
H  -2.10  0.35  -2.69
H  -6.66  -1.21  -2.39
H  6.65  2.11  0.06
H  0.49  1.44  1.72
H  -7.53  -2.37  -0.61
H  -4.00  -3.82  -1.22
H  6.29  4.85  3.48
H  4.72  0.64  -0.34
H  3.15  -3.64  1.77
H  -1.59  0.11  1.80
H  3.82  -1.61  -0.42
H  -4.70  -2.05  0.84
H  -7.04  -0.98  0.74
H  5.58  5.95  2.18
H  -3.52  -0.86  -4.19
H  2.54  2.67  2.97
H  -5.42  -0.10  -0.87
H  -3.72  1.25  -1.71
H  -5.30  -1.97  -3.09
H  -5.75  -3.87  -1.58
H  -6.99  -2.68  1.12
H  4.53  -1.66  1.05
H  -1.25  -1.60  2.02
H  -5.85  -0.11  -4.52
H  -4.05  1.19  -5.56
H  -5.07  -4.30  0.14
H  3.25  -3.85  0.13
H  7.26  5.79  2.25
H  -4.02  2.32  -3.94
H  4.15  4.33  3.03
H  0.95  -3.12  -0.46
H  0.77  -3.39  1.16

5.
The following is a quantum chemistry calculation of 4 unconnected molecules or ions with the total composition C17H44ClF3NO16P4S in a non-equilibrium geometry, from the Open Molecules 2025 dataset.

Values from the calculation:
Kohn-Sham gap, hartree: 0.267
Max |F|, eV/A: 8.2
Net charge: +1
LUMO energy, eV: -3.74

CARTESIAN COORDINATES (ANGSTROEM)
Cl  2.82  -4.49  -6.29
S  3.75  -5.12  -4.55
P  4.20  -1.36  4.33
P  -0.70  -3.30  -0.36
P  -4.12  1.58  -1.22
P  -2.60  8.11  2.19
F  0.88  -1.29  -5.01
F  0.16  0.44  -3.93
F  -1.10  -1.34  -4.02
O  4.96  -5.75  -4.96
O  -3.18  2.08  -2.53
O  -1.24  -4.71  0.31
O  5.87  -1.32  4.37
O  3.98  -4.02  -3.65
O  4.17  -2.75  5.19
O  -1.09  8.23  1.56
O  -2.57  6.43  1.95
O  -4.79  0.42  -1.90
O  -3.66  8.42  1.17
O  -2.50  9.62  2.90
O  -5.00  2.95  -1.31
O  -4.63  1.27  0.35
O  4.02  -1.61  2.86
O  -1.82  -2.59  -1.32
O  2.56  -1.11  4.70
N  0.88  -3.60  -1.29
C  1.95  -2.89  -0.49
C  2.72  -6.39  -3.75
C  0.78  -2.96  -2.66
C  -0.08  7.30  1.93
C  1.30  -5.04  -1.36
C  0.87  -1.41  -2.66
C  -3.70  5.72  2.46
C  -6.01  0.98  0.53
C  -4.36  4.21  -1.52
C  0.54  -5.90  -2.40
C  6.56  -2.35  3.68
C  0.16  -0.91  -3.94
C  3.52  -2.80  6.47
C  1.21  -6.00  -3.80
C  2.00  0.12  4.25
C  -2.43  10.74  2.03
C  -2.09  1.22  -2.87
H  1.10  -5.05  -4.34
H  -4.61  6.03  1.94
H  1.61  -1.94  -0.08
H  -3.32  4.20  -1.20
H  1.64  -3.34  -3.23
H  4.09  -3.46  7.12
H  -2.18  -3.16  -2.03
H  1.91  -1.07  -2.76
H  2.86  -7.29  -4.37
H  2.39  -5.05  -1.53
H  0.68  -6.76  -4.39
H  -6.64  1.62  -0.08
H  6.09  -3.32  3.83
H  -4.40  4.47  -2.58
H  0.97  0.17  4.59
H  -0.52  -5.60  -2.53
H  3.45  -1.82  6.93
H  -0.28  6.84  2.89
H  7.58  -2.38  4.07
H  -1.54  1.67  -3.69
H  2.02  0.17  3.16
H  0.51  -6.93  -1.99
H  -1.41  1.11  -2.02
H  1.16  -5.47  -0.35
H  2.51  -3.21  6.35
H  0.39  -0.97  -1.78
H  0.87  7.82  1.98
H  -3.54  4.65  2.28
H  2.54  0.97  4.67
H  -6.24  1.14  1.58
H  -0.12  -3.33  -3.18
H  -0.01  6.52  1.16
H  -3.42  11.00  1.67
H  6.60  -2.12  2.61
H  -6.20  -0.07  0.28
H  -2.03  11.58  2.61
H  3.10  -6.63  -2.75
H  -3.81  5.88  3.53
H  -4.89  4.98  -0.96
H  -1.76  10.56  1.19
H  -2.46  0.25  -3.18
H  -1.93  -5.14  -0.23
H  2.90  -2.85  -1.04
H  2.13  -3.55  0.38

6.
The following is a quantum chemistry calculation of 9 unconnected molecules or ions with the total composition C18H49NO8S6 in a non-equilibrium geometry, from the Open Molecules 2025 dataset.

Values from the calculation:
Energy relative to the best compared isomer or geometry (same formula, charge and spin), kJ/mol: 414.3
Kohn-Sham gap, hartree: 0.317
Max |F|, eV/A: 3.3
LUMO energy, eV: 0.07

CARTESIAN COORDINATES (ANGSTROEM)
S  -8.44  2.53  1.94
S  -1.08  3.85  -7.23
S  -5.94  -2.67  -5.52
S  5.67  0.30  6.03
S  0.34  -1.04  0.64
S  8.34  -0.60  -4.79
O  -9.51  1.55  2.40
O  0.12  -1.92  -0.55
O  5.07  -6.25  0.08
O  8.26  -0.95  -3.32
O  7.15  0.04  5.81
O  -2.01  -7.04  6.17
O  -1.17  3.16  -8.64
O  -7.16  -3.27  -6.18
N  -2.31  7.04  2.97
C  5.57  1.78  7.08
C  0.38  -2.13  2.14
C  -6.03  -3.12  -3.73
C  -8.91  4.16  2.65
C  -7.01  2.10  3.04
C  -1.75  -6.42  7.41
C  9.89  -1.37  -5.52
C  6.39  -5.72  -0.10
C  -1.92  2.74  -5.96
C  -1.97  6.66  0.86
C  -0.80  6.32  1.54
C  -2.87  7.27  1.72
C  2.19  -0.68  0.54
C  6.95  -1.56  -5.62
C  -1.08  6.37  2.84
C  -2.44  5.11  -7.18
C  -4.43  -3.69  -6.06
C  4.86  -1.07  7.05
H  -9.64  4.59  1.97
H  6.96  -6.65  -0.18
H  -2.57  5.39  -6.13
H  4.74  -1.93  6.38
H  2.53  -0.28  -0.41
H  -2.83  -7.50  6.37
H  -2.36  3.34  -5.17
H  -3.84  7.73  1.61
H  4.81  -6.86  -0.61
H  6.05  -1.02  -5.32
H  -4.20  -3.17  -6.99
H  10.03  -1.22  -6.59
H  -7.38  1.98  4.06
H  -1.65  -5.35  7.23
H  5.58  -1.41  7.80
H  6.81  -5.15  0.73
H  -9.60  4.16  3.50
H  -3.36  4.70  -7.60
H  7.00  -1.56  -6.71
H  -2.09  6.55  -0.21
H  5.27  2.65  6.49
H  -0.04  5.86  0.93
H  6.39  1.84  7.80
H  -2.74  2.27  -6.50
H  -6.96  -2.75  -3.29
H  -4.52  -4.77  -6.17
H  -2.56  -6.60  8.11
H  6.49  -5.20  -1.05
H  -5.83  -4.15  -3.44
H  -6.58  1.11  2.85
H  -1.29  1.89  -5.70
H  -3.59  -3.38  -5.43
H  7.04  -2.57  -5.23
H  -2.25  5.94  -7.87
H  2.52  -0.02  1.35
H  9.92  -2.41  -5.22
H  0.41  -1.66  3.12
H  -2.84  7.16  3.82
H  2.77  -1.60  0.54
H  -5.23  -2.56  -3.25
H  -6.28  2.90  2.94
H  10.73  -0.99  -4.93
H  -8.07  4.83  2.83
H  -0.53  6.05  3.72
H  1.21  -2.84  2.10
H  -0.58  -2.65  2.19
H  4.00  -0.67  7.59
H  -0.88  -7.00  7.73
H  4.70  1.54  7.68

7.
The following is a quantum chemistry calculation of a single C22H23N3O3 molecule in a non-equilibrium geometry, from the Open Molecules 2025 dataset.

Values from the calculation:
Energy relative to the best compared isomer or geometry (same formula, charge and spin), kJ/mol: 516.1
SMILES: c1ccc(Cn2cc(CN3CCCCO3)c(-c3ccc4c(c3)OCO4)n2)cc1
Kohn-Sham gap, hartree: 0.312
Max |F|, eV/A: 1.3
LUMO energy, eV: 0.85

CARTESIAN COORDINATES (ANGSTROEM)
O  -4.10  -3.94  1.50
O  -4.87  -2.45  -0.07
O  -1.36  0.65  1.17
N  -1.05  1.84  0.41
N  1.51  -0.44  -2.22
N  0.83  -1.44  -1.67
C  -1.90  2.91  0.91
C  -3.49  -2.39  -0.02
C  -1.27  -1.74  -0.49
C  5.89  1.19  -0.47
C  -1.31  1.50  -0.99
C  -3.03  -3.30  0.93
C  4.86  0.51  0.16
C  5.93  1.27  -1.85
C  3.87  -0.09  -0.60
C  -0.82  -2.66  0.45
C  2.81  -0.67  -2.79
C  -5.25  -3.41  0.88
C  -1.49  3.21  2.35
C  -1.63  1.94  3.19
C  -2.64  -1.60  -0.74
C  3.90  -0.01  -1.98
C  -0.32  0.48  -1.44
C  -0.29  -0.91  -1.19
C  4.93  0.67  -2.60
C  0.87  0.73  -2.10
C  -1.69  -3.46  1.18
C  -0.88  0.81  2.48
H  -0.45  3.54  2.36
H  -1.73  3.79  0.28
H  3.07  -0.63  -0.11
H  -1.17  2.42  -1.56
H  -2.96  2.64  0.86
H  -3.01  -0.93  -1.49
H  -1.34  -4.17  1.91
H  2.95  -1.76  -2.81
H  0.24  -2.75  0.61
H  -1.22  2.09  4.19
H  -1.06  -0.16  2.96
H  -5.80  -4.22  0.37
H  -5.90  -2.95  1.63
H  0.20  1.02  2.47
H  4.96  0.74  -3.68
H  -2.11  4.01  2.75
H  6.67  1.66  0.12
H  4.83  0.45  1.23
H  6.73  1.80  -2.34
H  -2.68  1.67  3.28
H  1.28  1.65  -2.47
H  -2.34  1.15  -1.12
H  2.83  -0.30  -3.83

8.
The following is a quantum chemistry calculation of a molecular structure, C25H23Br2N2OSbTi in a non-equilibrium geometry, from the Open Molecules 2025 dataset.

Values from the calculation:
Kohn-Sham gap (alpha / beta), hartree: 0.210 / 0.208
⟨S²⟩: 0.7550
Max |F|, eV/A: 1.8
Net charge: +3
LUMO energy (alpha / beta), eV: -11.00 / -11.04
Multiplicity: 2

CARTESIAN COORDINATES (ANGSTROEM)
Sb  -1.62  -1.07  0.99
Br  0.42  1.72  1.62
Br  3.52  0.85  -0.06
Ti  1.31  1.15  -0.79
O  -2.09  3.89  -3.12
N  1.25  3.12  -1.12
N  -1.72  6.09  -3.49
C  -0.56  0.16  -1.68
C  -1.43  4.90  -2.97
C  0.33  -2.70  4.59
C  0.98  -1.52  -0.85
C  0.55  5.80  -1.47
C  1.45  -0.37  -2.94
C  -1.81  -3.49  -0.91
C  -2.89  -5.60  -0.47
C  2.17  -1.58  3.57
C  1.71  -2.38  4.55
C  -0.18  4.79  -2.10
C  -0.13  -1.52  2.53
C  -0.55  -2.28  3.59
C  -0.17  -0.74  -0.66
C  -2.71  -3.96  1.29
C  0.24  0.32  -2.83
C  1.95  4.11  -0.51
C  1.81  -1.31  -1.96
C  -3.13  -5.21  0.84
C  -2.24  -4.74  -1.35
C  1.30  0.52  2.92
C  -2.04  -3.12  0.41
C  1.63  5.43  -0.67
C  0.22  3.49  -1.90
C  1.27  -0.98  2.54
H  3.22  -1.30  3.53
H  1.74  -1.07  1.56
H  -1.53  0.64  -1.63
H  -2.93  -3.67  2.30
H  -0.12  0.91  -3.67
H  -1.14  6.90  -3.39
H  2.38  -2.78  5.31
H  2.32  0.89  2.97
H  -3.64  -5.87  1.52
H  2.22  6.19  -0.17
H  -2.05  -5.04  -2.37
H  0.28  6.84  -1.58
H  0.78  0.71  3.86
H  -1.31  -2.84  -1.61
H  -0.40  2.74  -2.38
H  -3.24  -6.56  -0.82
H  2.79  3.81  0.10
H  2.07  -0.26  -3.82
H  -1.58  -2.61  3.65
H  -2.55  6.18  -4.06
H  -0.04  -3.31  5.41
H  2.69  -1.92  -2.10
H  1.19  -2.34  -0.19

9.
The following is a quantum chemistry calculation of a gas-phase ion, C2H2FO (charge -1) in a non-equilibrium geometry, from the Open Molecules 2025 dataset.

Values from the calculation:
Energy relative to the best compared isomer or geometry (same formula, charge and spin), kJ/mol: 0.0
SMILES: C=C([O-])F
Kohn-Sham gap, hartree: 0.248
Max |F|, eV/A: 4.6
Net charge: -1
LUMO energy, eV: 4.99

CARTESIAN COORDINATES (ANGSTROEM)
F  1.26  -0.02  -0.06
O  -0.53  1.30  0.14
C  -0.86  -0.99  -0.11
C  -0.14  0.12  0.22
H  -0.67  -1.53  -1.04
H  -1.76  -1.22  0.46

10.
The following is a quantum chemistry calculation of a molecular structure, C41H29Cl5F5LaOP2S3 in a non-equilibrium geometry, from the Open Molecules 2025 dataset.

Values from the calculation:
Energy relative to the best compared isomer or geometry (same formula, charge and spin), kJ/mol: 27.1
Kohn-Sham gap, hartree: 0.224
Max |F|, eV/A: 2.8
Net charge: -2
LUMO energy, eV: 3.81

CARTESIAN COORDINATES (ANGSTROEM)
La  1.33  -0.26  -1.27
Cl  -0.62  -7.31  -2.64
Cl  1.52  -8.20  -0.57
Cl  2.89  -2.95  0.02
Cl  -1.31  -4.30  -2.95
Cl  3.23  -6.07  0.93
S  2.73  1.31  1.12
S  -1.15  -2.32  1.45
S  4.07  0.53  -2.03
P  0.82  1.33  1.84
P  -1.53  -0.37  1.14
F  6.52  -2.84  -6.17
F  7.26  -0.21  -5.91
F  4.44  -3.86  -4.65
F  3.26  -2.26  -2.88
F  6.05  1.30  -4.09
O  0.77  -2.49  -1.73
C  0.26  -6.06  -1.77
C  -3.52  1.46  4.92
C  0.16  5.83  2.69
C  0.15  0.22  5.81
C  -3.32  0.08  4.83
C  -2.66  -1.38  -1.28
C  0.99  5.11  3.49
C  1.56  -1.45  4.80
C  4.64  -0.42  -3.40
C  -4.60  -0.50  -2.40
C  0.52  3.09  2.28
C  0.91  0.52  3.51
C  0.17  0.96  4.62
C  0.82  -0.99  5.89
C  0.25  0.91  -3.30
C  -2.82  -0.47  3.66
C  1.88  -4.19  -0.60
C  -0.01  -4.75  -1.97
C  1.20  3.76  3.27
C  -1.66  2.43  -2.47
C  5.62  0.05  -4.23
C  -2.46  0.34  2.58
C  0.87  -3.73  -1.47
C  -0.46  5.19  1.60
C  -2.68  1.71  2.71
C  1.69  -0.66  3.65
C  -1.22  1.41  -3.47
C  -2.80  -0.46  -0.23
C  1.29  -6.51  -0.88
C  4.25  -1.73  -3.60
C  -0.29  3.81  1.43
C  6.27  -0.72  -5.17
C  -0.31  0.72  0.70
C  4.83  -2.55  -4.54
C  -3.52  -1.38  -2.36
C  -1.50  1.99  -4.87
C  -3.85  0.41  -0.28
C  5.88  -2.06  -5.30
C  2.06  -5.54  -0.25
C  -4.79  0.39  -1.32
C  -3.25  2.28  3.82
H  2.27  -0.96  2.80
H  0.44  0.13  -4.06
H  -2.70  2.72  -2.81
H  -0.80  3.31  0.60
H  -0.82  2.81  -5.15
H  -3.76  1.91  5.89
H  -3.95  1.16  0.49
H  -1.41  1.21  -5.66
H  1.89  3.15  3.89
H  -2.68  -1.58  3.62
H  -3.51  -0.54  5.69
H  0.04  6.92  2.86
H  -2.41  2.36  1.85
H  -5.36  -0.55  -3.14
H  1.95  -2.48  4.82
H  -3.33  3.35  3.94
H  -1.11  5.75  0.91
H  -3.31  -2.07  -3.17
H  -1.67  2.06  -1.41
H  0.72  -1.66  6.72
H  -5.62  1.08  -1.30
H  1.59  5.60  4.28
H  -1.02  3.34  -2.47
H  -0.51  0.52  6.64
H  0.95  1.72  -3.51
H  -2.53  2.38  -4.86
H  -1.80  0.53  -3.40
H  -0.52  1.82  4.52
H  -1.85  -2.12  -1.25

| no. | energy (eV) |
| --- | --- |
| 1 | -14497.2358 |
| 2 | -17296.8336 |
| 3 | -12676.3682 |
| 4 | -35589.6176 |
| 5 | -121247.9229 |
| 6 | -102331.7302 |
| 7 | -33797.8018 |
| 8 | -201037.4445 |
| 9 | -6870.7405 |
| 10 | -173182.5499 |